Density functional theory data (wB97M-V/def2-TZVPD) for a molecular structure, C39H31F6N3O4P2S4V in a non-equilibrium geometry.

The largest force on an atom is 3.53 eV/A. The energy above the lowest of the compared OMol25 structures with the same formula, charge and spin is 0.0000 eV. Its total charge is -2. The calculation puts the HOMO energy (spin up / spin down) at -0.0377 / -0.0669 Ha. The calculation puts the electronic energy at -157519.1977 eV. The spin multiplicity is 4. As for the expectation value of S²: 3.763.

Positions of all 90 atoms, in Å:
1 V -0.89890 -1.28032 -0.55362
2 S -1.21350 1.27347 -1.27994
3 S -4.04318 -0.62377 0.75768
4 S -4.12869 -1.00829 -2.03361
5 S 1.28914 -2.60045 2.43212
6 P -0.11280 1.40839 0.38526
7 P 1.56113 -0.74331 2.00990
8 F -4.94781 -3.18468 1.17571
9 F -5.00900 -3.43657 -1.52165
10 F -6.41070 -1.62538 0.96629
11 F -6.60108 -1.99768 -2.06321
12 F -5.25682 -1.85809 2.79726
13 F -5.39748 -2.83166 -3.57985
14 O -2.74805 -1.28942 0.90497
15 O -2.84633 -1.61475 -2.04447
16 O -4.41378 -0.12306 -3.14318
17 O -4.37011 0.51325 1.56411
18 N 0.55288 -1.75366 -2.09075
19 N -4.54067 -0.39221 -0.71168
20 N -1.06446 -3.42376 -0.65998
21 C -5.20443 -1.93765 1.50593
22 C 1.82814 -1.00847 -5.46353
23 C -0.97054 -0.89539 -5.87398
24 C 5.94102 0.05099 0.95329
25 C 1.12732 2.00844 5.82327
26 C 0.89621 -0.88244 -4.41433
27 C 0.35705 -3.00686 -2.50940
28 C -1.83570 1.68853 2.55702
29 C 4.94886 0.24858 -0.01269
30 C -2.20555 4.38627 2.20270
31 C -0.48081 -0.81544 -4.57532
32 C 1.26853 -1.29495 -6.70509
33 C 0.47342 -0.14108 0.75772
34 C 1.36432 0.44608 3.50797
35 C 1.65501 3.45409 1.02893
36 C 1.88859 2.69386 -1.13056
37 C -0.09517 -1.26790 -6.90521
38 C -2.53255 2.40968 3.49612
39 C 2.82998 4.11446 0.96270
40 C 3.62165 4.03465 -0.19340
41 C 3.03712 3.36886 -1.24452
42 C -1.21329 2.33973 1.47099
43 C 2.01172 2.43663 4.83483
44 C 2.07854 1.64002 3.68370
45 C 1.19134 2.67647 0.05666
46 C -2.76520 3.77789 3.34457
47 C 3.62934 -0.03652 0.32158
48 C 0.43665 0.81749 5.63852
49 C 3.30360 -0.48838 1.61446
50 C -5.34215 -2.40545 -2.31064
51 C 5.63141 -0.45497 2.20104
52 C -1.89162 -4.40466 -0.17435
53 C -1.83142 -5.48666 -1.04699
54 C 0.54452 0.01628 4.50588
55 C -0.93453 -5.19597 -2.11587
56 C 1.35429 -0.89759 -2.94274
57 C 4.31588 -0.63223 2.59848
58 C -1.46324 3.65894 1.31158
59 C -0.51226 -3.90696 -1.85361
60 H -1.96248 -0.69947 -6.11894
61 H -2.31606 5.41442 2.10051
62 H -0.41575 0.45841 6.24094
63 H -1.18640 -0.62399 -3.83842
64 H 1.61175 2.08833 -1.90793
65 H -2.48283 -4.21884 0.73340
66 H 2.84447 0.06626 -0.44877
67 H 2.66341 2.06277 2.88990
68 H 4.61265 4.61379 -0.16207
69 H 5.18815 0.57861 -0.97005
70 H -0.48709 -1.38794 -7.88697
71 H 2.98381 4.78080 1.79169
72 H 1.96632 -1.55830 -7.54835
73 H 6.95944 0.23955 0.66788
74 H -2.15578 -6.52725 -0.87677
75 H 0.79162 -3.36363 -3.41187
76 H 6.33323 -0.65948 2.97927
77 H 2.46714 -1.19628 -2.85762
78 H 2.85922 -1.06530 -5.24061
79 H -1.74531 0.64153 2.78112
80 H -2.90806 1.88472 4.33310
81 H -1.04374 4.16035 0.46579
82 H 3.58524 3.42570 -2.15747
83 H 1.21255 0.13912 -2.61188
84 H 1.08155 3.55929 1.90405
85 H -0.62359 -5.88159 -2.89415
86 H 0.03288 -0.88111 4.52844
87 H 0.97396 2.65886 6.70547
88 H 2.60479 3.38110 4.95269
89 H -3.36802 4.37059 4.01482
90 H 4.06704 -0.97742 3.62572


Density functional theory data (wB97M-V/def2-TZVPD) for a single C4H4F2O molecule in a non-equilibrium geometry.

The largest force on an atom is 3.88 eV/A. The energy above the lowest of the compared OMol25 structures with the same formula, charge and spin is 4.1400 eV. Its total charge is 0. The calculation puts the HOMO energy (spin up / spin down) at -0.2836 / -0.2880 Ha. The calculation puts the electronic energy at -11690.5959 eV. The spin multiplicity is 1.

Positions of all 11 atoms, in Å:
1 F -2.34905 2.44713 -0.06900
2 F -2.34453 0.62596 1.21991
3 O -0.61173 0.93129 -0.08679
4 C 0.87459 -1.02030 -0.11491
5 C -1.67752 1.48144 0.48801
6 C -0.44284 -0.40624 0.16767
7 C 1.98108 -0.43150 -0.66464
8 H 2.87539 -1.02731 -0.96222
9 H -1.12591 -1.13932 0.66459
10 H 0.77964 -2.06844 0.28524
11 H 2.04089 0.60730 -0.92787


Density functional theory data (wB97M-V/def2-TZVPD) for a molecular structure, C3H5NO2 in a non-equilibrium geometry.

The largest force on an atom is 3.50 eV/A. The energy above the lowest of the compared OMol25 structures with the same formula, charge and spin is 2.9924 eV. Its total charge is 0. The calculation puts the HOMO energy at -0.3803 Ha. The calculation puts the electronic energy at -8774.7023 eV. The spin multiplicity is 1.

Positions of all 11 atoms, in Å:
1 O -0.19500 -1.36364 -0.49663
2 O 0.18227 1.37440 1.35010
3 N -1.97962 0.21982 -0.85630
4 C 0.27646 0.50338 0.27729
5 C 0.90932 -0.87097 0.31588
6 C -0.88011 -0.16740 -0.40059
7 H -2.44452 -0.51523 -1.38742
8 H 0.77877 1.12330 -0.54249
9 H 0.95815 -1.36515 1.28893
10 H 0.52871 1.98433 0.66022
11 H 1.86557 -0.92283 -0.20899


Density functional theory data (wB97M-V/def2-TZVPD) for a single C3H3Cl molecule in a non-equilibrium geometry.

The largest force on an atom is 5.29 eV/A. The energy above the lowest of the compared OMol25 structures with the same formula, charge and spin is 3.4169 eV. Its total charge is 0. The calculation puts the HOMO energy at -0.3196 Ha. The calculation puts the electronic energy at -15676.4180 eV. The spin multiplicity is 1.

Positions of all 7 atoms, in Å:
1 Cl -2.62276 -0.46319 0.14156
2 C 0.05469 0.36851 -0.18598
3 C -1.65555 0.78232 -0.09513
4 C 1.07626 -0.34896 0.34775
5 H 0.11062 0.78929 -1.15952
6 H 1.14396 -0.83284 1.22448
7 H 1.89279 -0.29514 -0.27315


Density functional theory data (wB97M-V/def2-TZVPD) for a molecular structure, C16H23N4O2RuS.

The largest force on an atom is 0.36 eV/A. The energy above the lowest of the compared OMol25 structures with the same formula, charge and spin is 1.9656 eV. Its total charge is +3. The calculation puts the HOMO energy (spin up / spin down) at -0.6596 / -0.6606 Ha. The calculation puts the electronic energy at -40406.6871 eV. The spin multiplicity is 5. As for the expectation value of S²: 6.040.

Positions of all 47 atoms, in Å:
1 Ru 0.50754 -1.55718 0.82266
2 S -1.49796 0.44177 0.64421
3 O -2.72425 -0.18500 0.30717
4 O -0.73331 -0.11686 1.81858
5 N -0.47419 -3.41974 0.49396
6 N -0.30328 -0.21106 -0.42723
7 N 2.56919 -1.15929 0.60620
8 N 0.58918 -1.31147 -2.16034
9 C 0.60316 -4.30583 1.05662
10 C -1.53899 2.12365 0.67106
11 C -1.05589 0.46142 -2.64185
12 C 3.23559 -2.51260 0.56906
13 C -0.46474 2.86121 1.20270
14 C -2.79858 4.12027 0.29871
15 C -1.87048 6.36585 0.91790
16 C 0.69201 -1.50733 -3.44988
17 C -1.74058 4.88228 0.82066
18 C -0.92506 0.23403 -3.99378
19 C -2.71884 2.75152 0.21901
20 C 1.43584 -3.52335 2.11314
21 C -0.57761 4.22801 1.26356
22 C -0.27502 -0.33355 -1.75094
23 C -0.04271 -0.75510 -4.41605
24 C 2.92459 -3.30830 1.82737
25 H -3.55098 2.16650 -0.15027
26 H 1.37360 -2.28030 -3.78656
27 H 2.94110 -0.61834 1.38993
28 H 2.80404 -0.64036 -0.23894
29 H 0.10399 -0.96744 -5.46722
30 H 4.31071 -2.37220 0.45515
31 H 2.87670 -3.00822 -0.33592
32 H -2.08865 6.78895 -0.06430
33 H 0.23269 4.81304 1.67744
34 H 0.15736 -5.19772 1.49223
35 H -0.71544 -3.68205 -0.45949
36 H 3.38653 -2.83645 2.69729
37 H -3.70163 4.61920 -0.02874
38 H -1.32949 -3.49058 1.04801
39 H 1.29710 -3.96391 3.10273
40 H 0.42069 2.36906 1.58299
41 H -1.49372 0.81035 -4.71142
42 H 3.39979 -4.28802 1.73715
43 H -1.72399 1.21782 -2.25104
44 H 0.91885 -2.53163 2.38706
45 H 1.23681 -4.61735 0.22795
46 H -2.70432 6.61751 1.57673
47 H -0.96734 6.82878 1.30673


Density functional theory data (wB97M-V/def2-TZVPD) for 2 unconnected molecules or ions with the total composition C16H17NO in a non-equilibrium geometry.

The largest force on an atom is 1.91 eV/A. The energy above the lowest of the compared OMol25 structures with the same formula, charge and spin is 0.9850 eV. Its total charge is 0. The calculation puts the HOMO energy at -0.2872 Ha. The calculation puts the electronic energy at -20404.8414 eV. The spin multiplicity is 1.

Positions of all 35 atoms, in Å:
1 O -0.87553 -2.16479 -4.62180
2 N -1.44749 -1.81579 3.42262
3 C 0.59870 -0.33709 -4.70354
4 C -0.38961 -1.02474 -4.03502
5 C 0.97287 2.66651 -2.48944
6 C 0.75473 1.21205 -2.87419
7 C -0.07932 -0.27385 2.57305
8 C 1.16526 0.79693 -4.14439
9 C 0.06690 -1.46905 1.80057
10 C -1.37665 0.44427 4.53228
11 C -0.78042 1.68512 4.44698
12 C -1.04603 -0.51089 3.57190
13 C -0.77634 -0.66661 -2.74743
14 C -0.77409 -2.38237 2.37008
15 C 0.57176 0.96702 2.55462
16 C 1.00972 -1.76279 0.67021
17 C -0.23728 0.48633 -2.20398
18 C 0.09890 1.96677 3.37546
19 H -1.69889 -2.43102 -4.18900
20 H 2.01026 3.00134 -2.58056
21 H 0.48756 2.96657 3.25400
22 H -0.61369 2.25186 5.35398
23 H 0.59368 -1.38606 -0.26035
24 H 1.97911 -1.34536 0.94480
25 H 0.89876 -0.73426 -5.66601
26 H 1.96060 1.35984 -4.61654
27 H 1.36111 1.20957 1.85499
28 H 0.28736 3.29502 -3.04087
29 H -2.04109 0.17829 5.34545
30 H -1.42450 -1.27162 -2.12613
31 H 1.17504 -2.82985 0.55280
32 H -2.03067 -2.24793 4.11697
33 H -0.89154 -3.43195 2.14685
34 H -0.31975 0.82222 -1.17912
35 H 0.81055 2.77632 -1.40922